Formula: CHNO3
Source: the Open Molecules 2025 dataset
Level of theory: ωB97M-V/def2-TZVPD

The molar mass is 75.023 g mol⁻¹. The energy above the lowest of the compared OMol25 structures with the same formula, charge and spin comes out at 496.2 kJ/mol. Its LUMO energy (alpha / beta) is -2.6 / -2.6 eV. The HOMO energy (alpha / beta) comes out at -11.10 / -11.10 eV. Its HOMO-LUMO gap (alpha / beta) is 8.50 / 8.51 eV.

Structure (XYZ):
```
6
Properties=species:S:1:pos:R:3:forces:R:3
C -0.76934 -0.26256 -0.10084 -0.040 -0.178 -0.250
N 0.34328 -0.52981 0.64260 0.261 -3.079 3.000
O -1.69441 -0.99251 -0.16081 -0.959 -0.939 -0.301
O 1.32792 0.19449 0.54418 0.786 0.135 0.601
O 1.46778 0.88048 -0.49001 0.591 1.370 -1.796
H -0.67523 0.70990 -0.43511 -0.639 2.691 -1.254
```
Forces are in eV/Å.

Mulliken atomic charge list, values in e, 5 entries: number 1, C, carries 0.155; number 2, N, carries -0.039; number 3, O, carries -0.376; number 4, O, carries 0.268; number 5, O, carries -0.371

=====

Formula: CHNO3
Source: the Open Molecules 2025 dataset
Level of theory: ωB97M-V/def2-TZVPD

The molar mass is 75.023 g mol⁻¹. The energy above the lowest of the compared OMol25 structures with the same formula, charge and spin comes out at 405.6 kJ/mol. Its LUMO energy is -0.1 eV. The HOMO energy comes out at -10.67 eV. Its HOMO-LUMO gap is 10.58 eV.

Structure (XYZ):
```
6
Properties=species:S:1:pos:R:3:forces:R:3
C 0.58961 0.67257 -0.03660 -1.606 -4.179 1.199
N -0.37529 -0.77630 0.78340 1.107 3.367 -2.421
O 1.73178 0.84419 -0.05787 -0.392 1.061 -0.183
O -0.55171 0.90018 -0.71181 1.247 0.245 0.567
O -1.35359 -0.13073 -0.12198 -0.604 -0.427 0.595
H -0.04080 -1.50991 0.14487 0.249 -0.067 0.243
```
Forces are in eV/Å.

Mulliken atomic charge list, values in e, 5 entries: number 1, C, carries 0.580; number 2, N, carries -0.369; number 3, O, carries -0.295; number 4, O, carries -0.074; number 5, O, carries -0.103

=====

Formula: CHNO3P
Source: the Open Molecules 2025 dataset
Level of theory: ωB97M-V/def2-TZVPD

The molar mass is 105.997 g mol⁻¹. Its spin multiplicity is 3. As for the expectation value of S²: 2.009. Its LUMO energy (alpha / beta) is 4.1 / 2.3 eV. The HOMO energy (alpha / beta) comes out at -0.36 / -4.48 eV. Its HOMO-LUMO gap (alpha / beta) is 4.42 / 6.76 eV. As for the charge: -1.

Structure (XYZ):
```
7
Properties=species:S:1:pos:R:3:forces:R:3
C -0.19220 3.60681 1.05681 1.003 0.214 -1.750
N 0.63017 0.05311 -0.38559 1.298 -1.553 -2.293
O -1.29898 3.72084 1.36242 -1.727 0.314 0.982
O 0.89654 3.86860 0.71226 0.812 0.165 0.559
O -0.42234 1.13941 1.66307 -0.723 0.280 3.678
P -0.38800 1.06830 0.18171 -0.005 -0.335 -1.492
H 1.32730 -0.56562 0.03138 -0.658 0.915 0.315
```
Forces are in eV/Å.

Mulliken atomic charge list, values in e, 5 entries: number 1, C, carries 0.315; number 2, N, carries -0.616; number 3, O, carries -0.317; number 4, O, carries -0.280; number 5, O, carries -0.477

=====

Formula: CHNO4S
Source: the Open Molecules 2025 dataset
Level of theory: ωB97M-V/def2-TZVPD

The molar mass is 123.089 g mol⁻¹. The energy above the lowest of the compared OMol25 structures with the same formula, charge and spin comes out at 639.6 kJ/mol. Its LUMO energy (alpha / beta) is -1.5 / -2.0 eV. The HOMO energy (alpha / beta) comes out at -10.28 / -10.21 eV. Its HOMO-LUMO gap (alpha / beta) is 8.78 / 8.20 eV.

Structure (XYZ):
```
8
Properties=species:S:1:pos:R:3:forces:R:3
C 0.02185 0.03369 -1.17745 -1.553 -0.629 1.208
N -1.25680 0.60192 0.69198 1.117 -3.675 -3.493
O -1.94114 -0.36185 0.82843 -0.301 0.953 0.861
O -1.12483 1.68905 0.98683 -0.487 2.808 1.773
O 2.06869 -1.50949 -0.37440 0.268 -1.203 -0.490
O 1.74240 0.65436 0.62670 0.250 1.154 0.956
S 1.24904 -0.36964 -0.20857 -0.282 0.186 -0.692
H -0.75921 -0.73804 -1.37352 0.988 0.407 -0.122
```
Forces are in eV/Å.

Mulliken atomic charge list, values in e, 5 entries: number 1, C, carries -0.303; number 2, N, carries 0.763; number 3, O, carries -0.391; number 4, O, carries -0.352; number 5, O, carries -0.453

=====

Formula: CHNO4S
Source: the Open Molecules 2025 dataset
Level of theory: ωB97M-V/def2-TZVPD

The molar mass is 123.089 g mol⁻¹. The structure (SMILES) is O=COS(=O)#[N+][O-]. The energy above the lowest of the compared OMol25 structures with the same formula, charge and spin comes out at 192.9 kJ/mol. Its LUMO energy (alpha / beta) is -1.4 / -1.4 eV. The HOMO energy (alpha / beta) comes out at -9.65 / -9.65 eV. Its HOMO-LUMO gap (alpha / beta) is 8.22 / 8.22 eV.

Structure (XYZ):
```
8
Properties=species:S:1:pos:R:3:forces:R:3
O -1.92276 0.97538 -0.81322 -0.206 1.661 -1.517
C -1.65753 0.20129 0.01585 2.543 -0.388 -0.302
O -0.37213 -0.24302 0.32958 0.188 0.010 0.024
S 1.06236 0.55959 -0.22452 -2.010 0.644 -0.231
O 1.34741 1.53694 0.79088 0.420 -0.045 0.139
N 2.01428 -1.02292 0.12510 0.167 -0.243 0.705
O 1.90290 -1.71466 -0.80525 0.023 -0.366 -0.365
H -2.37452 -0.29261 0.58158 -1.126 -1.273 1.548
```
Forces are in eV/Å.

Mulliken atomic charge list, values in e, 5 entries: number 1, O, carries -0.381; number 2, C, carries 0.122; number 3, O, carries -0.280; number 4, S, carries 0.617; number 5, O, carries -0.458

=====

Formula: CHNO4S
Source: the Open Molecules 2025 dataset
Level of theory: ωB97M-V/def2-TZVPD

The molar mass is 123.089 g mol⁻¹. Its spin multiplicity is 3. As for the expectation value of S²: 2.014. The energy above the lowest of the compared OMol25 structures with the same formula, charge and spin comes out at 45.9 kJ/mol. Its LUMO energy (alpha / beta) is -0.4 / -4.9 eV. The HOMO energy (alpha / beta) comes out at -6.32 / -10.85 eV. Its HOMO-LUMO gap (alpha / beta) is 5.93 / 5.90 eV.

Structure (XYZ):
```
8
Properties=species:S:1:pos:R:3:forces:R:3
C -0.42504 1.10644 -0.95678 0.298 -0.676 -1.611
N -0.69658 1.49168 0.09213 -0.088 0.704 2.292
O -1.06067 1.90960 1.12717 -1.212 1.108 2.650
O 3.34593 1.15450 -0.94658 0.834 -0.785 0.167
O 1.96266 -0.85159 -0.21360 1.042 0.332 0.675
O 1.85580 1.38547 0.97565 0.566 -1.193 0.077
S 2.33932 0.54956 -0.12202 -2.944 1.595 -1.186
H -0.01531 0.80570 -1.81385 1.503 -1.085 -3.065
```
Forces are in eV/Å.

Mulliken atomic charge list, values in e, 5 entries: number 1, C, carries -0.214; number 2, N, carries 0.448; number 3, O, carries -0.297; number 4, O, carries -0.422; number 5, O, carries -0.402

=====

Formula: CHNOS
Source: the Open Molecules 2025 dataset
Level of theory: ωB97M-V/def2-TZVPD

The molar mass is 75.092 g mol⁻¹. Its spin multiplicity is 3. As for the expectation value of S²: 2.011. The energy above the lowest of the compared OMol25 structures with the same formula, charge and spin comes out at 236.6 kJ/mol. Its LUMO energy (alpha / beta) is 0.7 / -2.7 eV. The HOMO energy (alpha / beta) comes out at -6.35 / -10.57 eV. Its HOMO-LUMO gap (alpha / beta) is 7.01 / 7.92 eV.

Structure (XYZ):
```
5
Properties=species:S:1:pos:R:3:forces:R:3
C 0.41560 -0.49144 -0.04860 0.868 -0.931 -0.161
N -0.58314 0.28866 0.39718 -3.002 -0.855 1.587
O 0.68647 -1.63090 -0.11920 0.175 -0.772 -0.190
S 0.82135 1.21310 -0.09279 3.796 2.652 -0.874
H -1.34028 0.62058 -0.13660 -1.837 -0.094 -0.361
```
Forces are in eV/Å.

Mulliken analysis output, partial charges in e: number 1, C, carries 0.433; number 2, N, carries -0.279; number 3, O, carries -0.378; number 4, S, carries -0.099; number 5, H, carries 0.323

=====

Formula: CHNP2S2
Source: the Open Molecules 2025 dataset
Level of theory: ωB97M-V/def2-TZVPD

The molar mass is 153.108 g mol⁻¹. The structure (SMILES) is N=C=P1=P(=S)S1. The energy above the lowest of the compared OMol25 structures with the same formula, charge and spin comes out at 3.3 kJ/mol. Its LUMO energy is -1.0 eV. The HOMO energy comes out at -8.88 eV. Its HOMO-LUMO gap is 7.89 eV.

Structure (XYZ):
```
7
Properties=species:S:1:pos:R:3:forces:R:3
N 1.71077 0.04646 -0.04368 -2.409 5.564 0.309
C 0.86737 0.90468 0.23792 3.178 -4.534 -0.874
P -0.53532 1.75754 0.62122 -0.366 0.649 -0.081
P -1.59189 -0.62012 0.38007 -0.083 -0.677 -0.009
S -0.56680 -2.13611 -0.27937 -0.151 0.454 0.201
S -1.59721 0.96907 -1.05365 0.078 0.233 -0.012
H 1.71309 -0.92152 0.13749 -0.247 -1.689 0.465
```
Forces are in eV/Å.

Mulliken atomic charge list, values in e, 5 entries: number 1, N, carries -0.391; number 2, C, carries 0.582; number 3, P, carries -0.138; number 4, P, carries 0.192; number 5, S, carries -0.333

=====

Formula: CHO2S2
Source: the Open Molecules 2025 dataset
Level of theory: ωB97M-V/def2-TZVPD

The molar mass is 109.151 g mol⁻¹. The energy above the lowest of the compared OMol25 structures with the same formula, charge and spin comes out at 309.8 kJ/mol. Its LUMO energy (alpha / beta) is 3.5 / 3.5 eV. The HOMO energy (alpha / beta) comes out at -3.79 / -3.79 eV. Its HOMO-LUMO gap (alpha / beta) is 7.34 / 7.34 eV. As for the charge: -1.

Structure (XYZ):
```
6
Properties=species:S:1:pos:R:3:forces:R:3
C 0.01798 -0.67261 -0.25544 2.038 1.410 3.832
O -2.47184 -0.85017 -0.91984 0.390 0.530 0.533
O 0.50029 -1.18832 0.68429 -0.015 -2.206 -1.285
S 1.65631 1.24625 -0.20083 -0.408 0.301 2.532
S -1.34243 0.15527 -0.64840 -1.927 0.217 -2.427
H 1.63968 1.30957 1.34022 -0.078 -0.252 -3.185
```
Forces are in eV/Å.

Mulliken atomic charge list, values in e, 5 entries: number 1, C, carries 0.376; number 2, O, carries -0.640; number 3, O, carries -0.369; number 4, S, carries -0.670; number 5, S, carries 0.252

=====

Formula: CHO2S2
Source: the Open Molecules 2025 dataset
Level of theory: ωB97M-V/def2-TZVPD

The molar mass is 109.151 g mol⁻¹. The structure (SMILES) is [O-]C(=S)SO. The energy above the lowest of the compared OMol25 structures with the same formula, charge and spin comes out at 51.7 kJ/mol. Its LUMO energy is 3.7 eV. The HOMO energy comes out at -3.64 eV. Its HOMO-LUMO gap is 7.36 eV. As for the charge: -1.

Structure (XYZ):
```
6
Properties=species:S:1:pos:R:3:forces:R:3
O -1.17862 -0.30346 -0.38454 -0.372 0.147 -0.246
C -0.10556 -0.01686 -0.87265 0.298 -0.083 0.394
S 0.41411 0.07858 -2.46142 0.283 0.210 -0.466
S 1.19635 0.33993 0.44844 -0.613 -0.283 -0.725
O 0.24405 -0.30071 1.64291 0.870 -0.016 1.216
H -0.57032 0.20250 1.62727 -0.466 0.025 -0.174
```
Forces are in eV/Å.

Mulliken atomic charge list, values in e, 5 entries: number 1, O, carries -0.600; number 2, C, carries 0.345; number 3, S, carries -0.516; number 4, S, carries -0.078; number 5, O, carries -0.476

=====

no.,maximum force (eV/A)
1,4.31
2,4.63
3,3.76
4,5.19
5,2.59
6,3.58
7,4.71
8,6.07
9,4.56
10,1.50